The following is a DFT calculation (ωB97M-V/def2-TZVPD) of 14 unconnected molecules or ions with the total composition C32H92O14.

## Properties
energy above the lowest of the compared OMol25 structures with the same formula, charge and spin = 3.5 kcal per mole
LUMO level = 0.0064 Ha
net charge = 0

Each line ends with the Löwdin charge.
Atoms and positions in Å:
C: 9.787296 -8.633008 2.858056  -0.07
C: 10.151485 -9.126090 4.245002  -0.27
O: 11.191681 -8.256777 4.694846  -0.10
H: 8.986803 -9.176422 2.355308  0.08
H: 10.649115 -8.668009 2.190212  0.07
H: 9.471139 -7.586874 2.922262  0.06
H: 10.529740 -10.147902 4.090638  0.11
H: 9.343847 -9.182474 4.978012  0.12
H: 11.291771 -8.382048 5.646089  0.11
C: 8.730206 -0.505861 0.763240  -0.07
C: 10.183224 -0.412061 0.332290  -0.29
O: 11.045167 -0.423313 1.458726  -0.10
H: 8.612973 -1.525921 1.142966  0.05
H: 8.052759 -0.449147 -0.091212  0.08
H: 8.380735 0.203221 1.509530  0.08
H: 10.334240 0.496119 -0.264990  0.12
H: 10.395014 -1.225851 -0.364076  0.08
H: 11.963028 -0.146105 1.266161  0.05
C: 7.458801 -4.358879 2.776149  -0.07
C: 6.292152 -5.323953 2.869600  -0.31
O: 5.460036 -5.080158 1.744989  -0.08
H: 7.061155 -3.350933 2.685943  0.09
H: 8.060699 -4.643442 1.908038  0.04
H: 8.143766 -4.448958 3.620007  0.06
H: 5.797905 -5.188456 3.839280  0.11
H: 6.601738 -6.375375 2.789815  0.09
H: 4.668560 -5.621948 1.756162  0.09
C: 10.664428 -3.969162 1.325983  -0.05
C: 10.315002 -5.455717 1.159178  -0.27
O: 9.973637 -5.713527 -0.214223  -0.12
H: 11.189453 -3.558730 0.463094  0.08
H: 11.205809 -3.748781 2.244750  0.04
H: 9.736454 -3.390857 1.376507  0.05
H: 9.520217 -5.783551 1.828677  0.07
H: 11.179077 -6.094798 1.381531  0.10
H: 10.824630 -5.893242 -0.651826  0.04
C: 7.098726 -6.312804 -0.604958  -0.08
C: 7.396217 -7.541439 0.212554  -0.31
O: 6.696999 -8.673722 -0.337597  -0.09
H: 7.521151 -6.400237 -1.607725  0.08
H: 7.628312 -5.466011 -0.152499  0.04
H: 6.034249 -6.109150 -0.700089  0.08
H: 7.077489 -7.379699 1.247488  0.08
H: 8.455265 -7.794637 0.196741  0.08
H: 5.824485 -8.738482 0.056447  0.08
C: 12.979679 -7.875234 -2.637801  -0.06
C: 12.885934 -7.198009 -1.265399  -0.30
O: 12.482367 -5.841606 -1.410400  -0.09
H: 13.826855 -7.422427 -3.151727  0.08
H: 12.054859 -7.710751 -3.186833  0.07
H: 13.083230 -8.951628 -2.499676  0.07
H: 13.798222 -7.311665 -0.676572  0.11
H: 12.106014 -7.723358 -0.703330  0.09
H: 13.228423 -5.236941 -1.402746  0.10
C: 10.920474 -3.866569 6.134073  -0.08
C: 10.368967 -5.129866 5.526212  -0.30
O: 11.177937 -5.473876 4.412882  -0.09
H: 11.084310 -3.093966 5.378252  0.06
H: 11.895603 -4.042915 6.591551  0.08
H: 10.302814 -3.393604 6.899250  0.08
H: 9.307825 -5.002930 5.284430  0.09
H: 10.436188 -5.927607 6.275285  0.11
H: 11.174188 -6.448219 4.337539  0.05
O: 8.660614 -3.363713 -1.366740  -0.05
H: 9.048937 -4.094565 -0.849966  0.01
H: 7.790585 -3.209630 -0.979866  0.06
C: 13.759469 -8.043679 2.381857  -0.06
C: 14.551162 -8.609877 3.534530  -0.47
C: 14.273120 -10.099884 3.803665  -0.05
O: 15.935129 -8.486591 3.154255  -0.07
H: 14.246341 -7.154452 1.990460  0.06
H: 12.706402 -7.844551 2.581850  0.05
H: 13.717556 -8.801175 1.589718  0.08
H: 14.420549 -8.024884 4.449945  0.13
H: 14.864070 -10.704691 3.118279  0.08
H: 13.210775 -10.337100 3.723894  0.06
H: 14.589866 -10.355447 4.818070  0.07
H: 16.473804 -8.846924 3.865223  0.08
C: 9.701638 0.180674 6.122216  -0.06
C: 9.984628 -0.434750 4.765487  -0.50
C: 8.919982 -1.471509 4.416161  -0.06
O: 9.938662 0.617483 3.805897  -0.06
H: 10.424500 0.906653 6.492425  0.08
H: 9.611718 -0.575684 6.907647  0.07
H: 8.729359 0.672520 6.028719  0.08
H: 10.950297 -0.957974 4.760995  0.11
H: 9.160652 -2.018127 3.504845  0.05
H: 7.937022 -1.001727 4.367344  0.09
H: 8.858848 -2.273415 5.165458  0.06
H: 10.334787 0.230017 2.993198  0.04
C: 14.333485 -4.360629 2.612426  -0.05
C: 14.323890 -3.328999 3.735130  -0.46
C: 13.417814 -2.139486 3.424239  -0.03
O: 13.884316 -3.976489 4.933774  -0.06
H: 14.710243 -3.979184 1.655823  0.08
H: 13.323573 -4.746598 2.442510  0.06
H: 14.985533 -5.204496 2.838670  0.07
H: 15.363004 -3.031720 3.893356  0.13
H: 12.498909 -2.540014 2.979544  0.05
H: 13.869487 -1.573380 2.609341  0.06
H: 13.070983 -1.535569 4.257883  0.08
H: 12.995939 -4.315501 4.740139  0.03
C: 14.978471 0.980969 -0.938316  -0.05
C: 13.802016 0.187651 -0.365330  -0.47
C: 13.986118 -1.308818 -0.592569  -0.05
O: 13.588582 0.460532 1.016750  -0.06
H: 14.781702 2.047499 -0.847256  0.08
H: 15.064868 0.723442 -1.996197  0.08
H: 15.943998 0.732624 -0.492408  0.08
H: 12.923940 0.481301 -0.945499  0.14
H: 14.786088 -1.671285 0.069244  0.08
H: 14.231288 -1.497379 -1.635128  0.07
H: 13.164408 -1.949641 -0.260611  0.07
H: 14.422679 0.301133 1.472558  0.10
C: 9.589420 -8.969315 -2.150492  -0.05
C: 10.229957 -10.323441 -2.036950  -0.47
C: 10.333488 -10.835422 -0.610669  -0.04
O: 9.394239 -11.210582 -2.823806  -0.06
H: 8.613287 -8.900279 -1.662433  0.06
H: 9.411053 -8.598326 -3.159101  0.09
H: 10.208302 -8.224643 -1.640811  0.06
H: 11.209650 -10.340140 -2.526147  0.12
H: 11.115766 -10.312573 -0.056563  0.07
H: 10.585409 -11.897336 -0.591923  0.08
H: 9.358338 -10.718366 -0.134919  0.08
H: 9.842640 -12.063165 -2.856473  0.08
C: 10.957156 -3.791031 -4.117635  -0.05
C: 11.546538 -2.728031 -3.223950  -0.50
C: 12.552941 -1.852373 -3.941077  -0.07
O: 10.543194 -1.822411 -2.751151  -0.07
H: 10.529477 -3.359481 -5.026874  0.09
H: 10.195156 -4.362562 -3.587294  0.07
H: 11.721704 -4.455668 -4.533263  0.08
H: 12.079579 -3.150774 -2.358510  0.11
H: 12.209396 -1.433688 -4.888400  0.08
H: 13.476340 -2.387951 -4.189351  0.08
H: 12.826952 -1.031857 -3.277200  0.06
H: 9.907385 -2.385806 -2.256133  0.03

Atoms 1-3, force components in eV/Å:
C -0.58 0.66 0.03
C 0.34 -0.70 -1.03
O -0.04 -0.17 0.54